No. 1
64
Properties=species:S:1:pos:R:3 method="wB97M-V/def2-TZVPD" smiles="Cn1c(=O)c2c(nc(CN3CCN(Cc4ccccc4)CC3)n2Cc2ccc(F)cc2)n(C)c1=O" relative_energy_kj_mol=0.0 largest_force_ev_per_a=1.42 lumo_energy_ev=0.60 total_charge=0 homo_energy_ev=-8.43
C -7.136 -0.381 0.399
N -5.855 0.298 0.285
C -4.909 -0.351 -0.511
O -5.179 -1.393 -1.079
C -3.678 0.376 -0.555
C -3.533 1.609 0.060
N -2.321 2.134 -0.210
C -1.716 1.240 -0.976
C -0.358 1.467 -1.545
N 0.674 0.746 -0.810
C 1.957 0.803 -1.488
C 2.976 -0.031 -0.721
N 3.125 0.496 0.621
C 4.182 -0.181 1.353
C 5.530 0.120 0.755
C 6.462 -0.884 0.536
C 7.703 -0.586 -0.002
C 8.020 0.720 -0.333
C 7.093 1.727 -0.121
C 5.857 1.429 0.422
C 1.850 0.441 1.307
C 0.823 1.265 0.541
N -2.489 0.157 -1.219
C -2.180 -1.055 -1.940
C -1.795 -2.169 -0.994
C -0.554 -2.142 -0.370
C -0.189 -3.148 0.505
C -1.081 -4.177 0.746
F -0.727 -5.164 1.597
C -2.325 -4.221 0.144
C -2.678 -3.207 -0.730
N -4.523 2.169 0.805
C -4.314 3.454 1.437
C -5.727 1.515 0.945
O -6.630 1.983 1.605
H -6.976 -1.389 0.779
H -7.766 0.189 1.076
H -7.602 -0.451 -0.585
H -0.334 1.124 -2.584
H -0.179 2.554 -1.531
H 1.842 0.399 -2.498
H 2.326 1.840 -1.563
H 3.943 0.020 -1.226
H 2.645 -1.086 -0.705
H 4.161 0.194 2.382
H 4.022 -1.274 1.390
H 6.218 -1.906 0.789
H 8.421 -1.376 -0.165
H 8.987 0.952 -0.755
H 7.337 2.748 -0.379
H 5.126 2.205 0.588
H 1.971 0.862 2.308
H 1.485 -0.596 1.408
H -0.145 1.212 1.043
H 1.148 2.318 0.520
H -3.073 -1.344 -2.500
H -1.359 -0.847 -2.630
H 0.116 -1.316 -0.565
H 0.771 -3.148 0.998
H -2.998 -5.035 0.360
H -3.652 -3.215 -1.194
H -4.005 4.181 0.686
H -5.252 3.755 1.899
H -3.532 3.372 2.192


No. 2
65
Properties=species:S:1:pos:R:3 method="wB97M-V/def2-TZVPD" relative_energy_kj_mol=11.6 largest_force_ev_per_a=0.76 lumo_energy_ev=-9.58 total_charge=+3 homo_energy_ev=-16.85
Ga 0.096 0.171 0.006
C 0.378 0.050 4.372
C -0.593 -0.888 4.690
C -1.282 -1.531 3.668
C -0.988 -1.210 2.356
N -0.053 -0.287 2.055
C 0.620 0.321 3.038
C -1.643 -1.828 1.180
C -2.642 -2.788 1.213
C -3.137 -3.266 0.006
C -2.640 -2.788 -1.200
C -1.641 -1.828 -1.165
N -1.179 -1.381 0.008
C -0.986 -1.210 -2.341
C -1.276 -1.536 -3.653
C -0.590 -0.890 -4.675
C 0.377 0.052 -4.357
C 0.618 0.325 -3.024
N -0.054 -0.283 -2.041
H 0.941 0.558 5.142
H -0.810 -1.123 5.724
H -2.027 -2.275 3.909
H 1.372 1.039 2.734
H -3.029 -3.159 2.150
H -3.912 -4.022 0.005
H -3.025 -3.158 -2.138
H -2.016 -2.285 -3.893
H -0.805 -1.127 -5.709
H 0.938 0.562 -5.128
H 1.369 1.045 -2.721
N 6.200 -0.056 0.008
C 4.883 0.060 0.004
C 4.035 -1.081 0.058
C 2.687 -0.922 0.052
N 2.075 0.295 -0.003
C 2.875 1.391 -0.048
C 4.233 1.321 -0.046
H 6.649 -0.958 0.033
H 6.808 0.747 -0.041
H 4.461 -2.074 0.102
H 2.035 -1.788 0.092
H 2.380 2.353 -0.087
H 4.814 2.233 -0.085
C -2.110 1.828 -1.191
N -1.160 1.806 0.005
C -0.368 3.109 -0.047
N -1.228 4.246 -0.052
C -2.113 4.194 -1.222
N -2.945 2.984 -1.177
C -3.755 3.004 0.046
N -2.881 3.043 1.222
C -2.044 1.887 1.248
C -2.049 4.252 1.165
H -2.721 0.922 -1.146
H -1.509 1.824 -2.102
H 0.236 3.093 -0.960
H 0.284 3.136 0.831
H -1.517 4.191 -2.137
H -2.754 5.074 -1.227
H -4.390 2.117 0.084
H -4.394 3.885 0.041
H -2.656 0.981 1.280
H -1.396 1.926 2.125
H -1.406 4.293 2.045
H -2.690 5.132 1.161


No. 3
61
Properties=species:S:1:pos:R:3 method="wB97M-V/def2-TZVPD" largest_force_ev_per_a=6.38 lumo_energy_ev="-4.16 / -4.16" total_charge=+1 homo_energy_ev="-9.10 / -9.10"
C 3.884 -1.315 -2.246
C 2.525 -1.134 -2.027
C 1.864 -2.039 -1.091
C 2.632 -2.889 -0.170
C 4.042 -2.786 -0.305
C 4.624 -2.191 -1.430
C 1.918 -3.740 0.710
C 0.523 -3.564 0.816
C -0.157 -2.671 -0.131
C -1.616 -2.581 -0.238
C -2.361 -3.569 0.391
C -1.726 -4.435 1.311
C -0.379 -4.329 1.606
H 4.321 -0.856 -3.140
H 4.674 -3.137 0.508
H 5.676 -2.348 -1.657
H 2.478 -4.429 1.384
H -3.383 -3.774 0.065
H -2.335 -5.193 1.795
H 0.042 -4.888 2.437
N 0.524 -2.140 -1.154
Ga -0.442 1.527 0.269
C 1.765 -0.085 -2.871
H 0.883 -0.505 -3.375
H 2.414 0.298 -3.682
C -2.294 -1.632 -1.241
H -1.851 -1.717 -2.246
H -3.377 -1.851 -1.390
P 1.117 1.413 -1.973
P -2.204 0.193 -0.847
C -3.572 0.280 0.351
H -3.704 1.314 0.689
H -4.484 -0.076 -0.151
H -3.331 -0.362 1.208
C -2.924 0.983 -2.337
H -3.986 0.710 -2.405
H -2.835 2.078 -2.259
H -2.417 0.642 -3.251
C 2.650 2.252 -1.431
H 3.315 2.462 -2.282
H 2.395 3.189 -0.918
H 3.177 1.596 -0.723
C 0.423 2.530 -3.258
H -0.004 3.423 -2.775
H 1.200 2.851 -3.966
H -0.376 2.016 -3.813
C -0.927 3.281 0.039
O -1.157 4.425 -0.047
H 0.837 0.871 0.753
Se -0.177 -0.160 2.243
C -0.471 1.485 3.266
C 0.620 2.286 3.655
C 0.405 3.517 4.285
C -0.895 3.971 4.522
C -1.981 3.159 4.175
C -1.777 1.920 3.554
H 1.624 1.921 3.462
H 1.257 4.113 4.618
H -1.062 4.936 5.011
H -2.994 3.481 4.413
H -2.611 1.272 3.290


No. 4
62
Properties=species:S:1:pos:R:3 method="wB97M-V/def2-TZVPD" smiles="O=C(CCNS(=O)(=O)c1ccccc1)N1CCN(C(c2ccccc2)c2ccccc2)CC1" relative_energy_kj_mol=40.9 largest_force_ev_per_a=1.01 lumo_energy_ev=0.76 total_charge=0 homo_energy_ev=-8.81
O -1.950 -0.393 -2.467
C -1.466 0.536 -1.833
C -2.173 1.883 -1.747
C -3.657 1.719 -2.105
N -4.273 0.613 -1.389
S -4.027 0.666 0.272
O -4.247 2.016 0.704
O -2.779 0.048 0.645
C -5.376 -0.376 0.805
C -6.618 0.189 1.016
C -7.675 -0.626 1.386
C -7.476 -1.990 1.535
C -6.224 -2.545 1.321
C -5.164 -1.733 0.951
N -0.287 0.414 -1.200
C 0.373 1.403 -0.383
C 1.867 1.428 -0.711
N 2.444 0.116 -0.496
C 3.896 0.122 -0.623
C 4.537 1.054 0.382
C 4.042 1.149 1.677
C 4.662 1.964 2.606
C 5.790 2.688 2.255
C 6.291 2.595 0.968
C 5.666 1.783 0.037
C 4.482 -1.247 -0.347
C 5.571 -1.701 -1.076
C 6.146 -2.927 -0.792
C 5.634 -3.715 0.224
C 4.546 -3.269 0.955
C 3.976 -2.041 0.675
C 1.809 -0.819 -1.408
C 0.323 -0.896 -1.083
H -1.701 2.598 -2.425
H -2.120 2.258 -0.726
H -4.201 2.623 -1.825
H -3.782 1.527 -3.172
H -3.881 -0.256 -1.740
H -6.729 1.254 0.897
H -8.652 -0.200 1.558
H -8.301 -2.624 1.824
H -6.075 -3.607 1.441
H -4.174 -2.126 0.786
H -0.042 2.393 -0.558
H 0.237 1.139 0.673
H 2.363 2.152 -0.061
H 2.001 1.757 -1.760
H 4.199 0.437 -1.642
H 3.160 0.589 1.946
H 4.265 2.035 3.608
H 6.275 3.323 2.981
H 7.169 3.157 0.687
H 6.061 1.717 -0.967
H 5.974 -1.092 -1.873
H 6.994 -3.269 -1.368
H 6.081 -4.673 0.444
H 4.140 -3.880 1.748
H 3.124 -1.694 1.238
H 2.258 -1.806 -1.285
H 1.941 -0.505 -2.460
H -0.192 -1.569 -1.769
H 0.190 -1.253 -0.056


No. 5
65
Properties=species:S:1:pos:R:3 method="wB97M-V/def2-TZVPD" spin_multiplicity=4 relative_energy_kj_mol=63.7 largest_force_ev_per_a=3.65 lumo_energy_ev="-7.90 / -6.86" total_charge=+2 homo_energy_ev="-13.08 / -13.16" s_squared=3.8226
Cr 0.549 0.074 0.373
Cl 3.311 -1.814 -6.161
C 2.854 -1.632 -4.516
C 3.706 -2.071 -3.454
C 3.348 -1.877 -2.132
C 2.100 -1.301 -1.715
O 1.814 -1.283 -0.432
C 1.262 -0.777 -2.825
C 0.040 -0.048 -2.628
N -0.199 0.679 -1.577
C -1.072 1.699 -1.469
C -1.634 2.368 -2.585
C -2.649 3.317 -2.386
C -3.079 3.612 -1.099
C -2.481 3.110 0.088
C -2.721 3.604 1.401
C -1.972 3.014 2.458
C -0.985 2.059 2.183
N -0.800 1.524 0.977
C -1.465 2.106 -0.128
C 1.667 -1.010 -4.184
H 4.573 -2.646 -3.673
H 4.000 -2.236 -1.365
H -0.694 -0.132 -3.403
H -1.168 2.217 -3.537
H -3.195 3.734 -3.230
H -3.848 4.385 -0.930
H -3.423 4.407 1.549
H -2.147 3.315 3.458
H -0.334 1.756 2.997
H 1.081 -0.579 -4.936
C -0.639 -1.605 3.721
C -1.804 -1.676 2.733
As -1.150 -1.803 0.864
C -0.416 -3.612 0.549
C -0.638 -4.707 1.657
C -2.889 -1.604 -0.182
C -3.737 -2.855 -0.165
H -0.940 -1.543 4.750
H -0.077 -0.699 3.541
H 0.054 -2.455 3.562
H -2.383 -0.704 2.707
H -2.472 -2.543 2.913
H 0.651 -3.519 0.330
H -0.778 -4.019 -0.387
H 0.125 -4.654 2.440
H -0.534 -5.694 1.185
H -1.613 -4.553 2.161
H -2.558 -1.339 -1.202
H -3.460 -0.755 0.191
H -3.266 -3.722 -0.653
H -4.680 -2.718 -0.691
H -3.949 -3.196 0.854
N 3.778 4.444 0.139
C 3.559 3.202 0.667
C 2.534 2.371 0.116
N 2.256 1.243 0.748
C 3.045 0.819 1.775
C 4.118 1.612 2.143
N 4.357 2.849 1.695
H 3.013 4.954 -0.339
H 4.310 5.054 0.772
H 1.999 2.771 -0.771
H 2.871 -0.164 2.181
H 4.876 1.246 2.874


No. 6
72
Properties=species:S:1:pos:R:3 method="wB97M-V/def2-TZVPD" relative_energy_kj_mol=96.3 largest_force_ev_per_a=0.89 lumo_energy_ev=-3.48 total_charge=+1 homo_energy_ev=-11.11
Ti -0.215 0.884 -0.501
C 5.102 -2.561 4.374
C 4.408 -1.714 3.349
C 4.894 -1.656 2.041
C 4.282 -0.869 1.087
C 3.154 -0.133 1.449
C 2.646 -0.174 2.735
C 3.284 -0.967 3.678
S 2.405 0.814 0.198
O 1.555 -0.150 -0.606
O 3.415 1.509 -0.534
N 1.216 1.678 0.820
C 1.250 3.132 0.564
C 0.410 3.422 -0.689
O -0.233 4.406 -0.897
O 0.428 2.340 -1.509
H 5.136 -3.603 4.060
H 4.598 -2.513 5.337
H 6.131 -2.229 4.513
H 5.774 -2.228 1.775
H 4.680 -0.811 0.085
H 1.772 0.405 2.999
H 2.900 -1.000 4.688
H 2.269 3.478 0.366
H 0.827 3.687 1.401
I -4.625 -1.048 6.730
C -3.641 -0.555 4.977
C -3.017 0.684 4.870
C -2.363 1.015 3.696
C -2.321 0.098 2.648
C -2.940 -1.142 2.762
C -3.613 -1.466 3.927
C -1.612 0.458 1.423
O -1.346 1.648 1.108
O -1.201 -0.450 0.592
H -3.048 1.382 5.692
H -1.886 1.977 3.587
H -2.898 -1.844 1.941
H -4.112 -2.419 4.021
C -3.689 2.599 -4.331
As -2.597 3.144 -2.858
C -3.524 4.593 -2.031
C -1.009 3.881 -3.637
S -2.510 1.474 -1.534
H -4.116 3.482 -4.807
H -4.481 1.946 -3.964
H -3.075 2.052 -5.046
H -3.673 5.377 -2.776
H -2.933 4.964 -1.196
H -4.486 4.223 -1.676
H -1.321 4.264 -4.612
H -0.231 3.136 -3.754
H -0.648 4.679 -2.995
O 0.438 -3.501 0.480
C 1.125 -4.092 -0.600
N 0.269 -4.778 -1.533
C -0.302 -4.265 -2.660
O -0.917 -4.948 -3.447
C -0.139 -2.793 -2.920
C 0.285 -2.387 -4.179
C 0.415 -1.033 -4.434
C 0.101 -0.138 -3.426
N -0.346 -0.528 -2.231
C -0.451 -1.832 -1.976
H 0.041 -4.197 1.018
H 1.878 -4.803 -0.244
H 1.635 -3.269 -1.102
H 0.107 -5.769 -1.422
H 0.509 -3.127 -4.935
H 0.757 -0.665 -5.390
H 0.212 0.930 -3.561
H -0.786 -2.104 -0.983


No. 7
63
Properties=species:S:1:pos:R:3 method="wB97M-V/def2-TZVPD" relative_energy_kj_mol=245.9 largest_force_ev_per_a=2.55 lumo_energy_ev=-6.91 total_charge=+2 homo_energy_ev=-14.24
Re 0.167 0.161 0.218
Br 2.338 1.182 1.159
C 2.196 0.133 2.802
Br 0.424 -0.639 2.843
H 2.325 0.799 3.649
H 2.937 -0.658 2.772
N -2.800 2.756 -2.550
C -2.005 1.980 -1.879
O -2.034 2.155 -0.588
C -1.142 0.968 -2.524
C 0.242 0.853 -1.866
H -3.390 3.426 -2.070
H -2.870 2.691 -3.554
H -1.066 1.196 -3.588
H -1.664 0.008 -2.420
H 0.759 1.813 -1.928
H 0.825 0.147 -2.458
C -0.289 -2.806 -2.138
C 0.913 -2.523 -1.245
C 1.375 -3.762 -0.489
O 0.631 -1.486 -0.319
H -0.031 -3.572 -2.866
H -0.583 -1.904 -2.675
H -1.129 -3.161 -1.538
H 1.738 -2.170 -1.877
H 0.579 -4.132 0.158
H 2.252 -3.537 0.119
H 1.641 -4.543 -1.198
C -1.187 1.497 0.269
Ge -1.568 2.754 2.005
C -3.519 2.734 1.994
C -4.205 3.828 1.470
C -5.592 3.861 1.507
C -6.296 2.799 2.059
C -5.617 1.702 2.572
C -4.231 1.667 2.538
C -0.750 4.392 1.272
C -1.041 5.602 1.902
C -0.440 6.778 1.478
C 0.458 6.763 0.420
C 0.762 5.564 -0.208
C 0.162 4.387 0.218
C -0.690 2.336 3.704
C -1.381 1.811 4.793
C -0.756 1.708 6.028
C 0.550 2.149 6.187
C 1.240 2.688 5.107
C 0.623 2.780 3.870
H -3.653 4.661 1.046
H -6.123 4.720 1.119
H -7.378 2.825 2.087
H -6.168 0.878 3.005
H -3.704 0.800 2.922
H -1.737 5.626 2.734
H -0.671 7.710 1.977
H 0.917 7.683 0.085
H 1.468 5.539 -1.029
H 0.410 3.456 -0.276
H -2.412 1.495 4.687
H -1.297 1.298 6.870
H 1.026 2.095 7.157
H 2.247 3.065 5.243
H 1.145 3.240 3.035